1.
Density functional theory data (ωB97M-V/def2-TZVPD) for a molecular structure, C14H7F4N3O11STi at a distorted geometry.

Computed properties:
2S+1	3
net charge	-2
energy	-86453.6391	eV
expectation value of S²	2.02
HOMO-LUMO gap (alpha / beta)	0.157 / 0.300	Ha
HOMO (alpha / beta)	0.335 / -3.572	eV

Cartesian coordinates (Å):
Ti -0.6254 1.0359 0.7064
O -0.0728 3.7853 3.6733
C -0.3458 2.8130 2.9898
O -0.1214 2.6943 1.7107
C -1.0315 1.5875 3.5852
C -1.4325 1.4109 4.8860
C -2.0952 0.1688 5.1816
C -2.3304 -0.7576 4.1997
C -1.9117 -0.5076 2.8764
N -1.2518 0.6720 2.6503
C -2.1385 -1.2699 1.6657
O -2.6910 -2.3724 1.6170
O -1.6852 -0.6344 0.5710
H -1.2497 2.1723 5.6287
H -2.4264 -0.0325 6.1945
H -2.8453 -1.6863 4.4157
F 1.3714 -0.7900 -5.2498
C 1.7649 -1.5646 -4.2240
C 1.3259 -1.3360 -2.9781
N 1.6863 -2.1369 -1.9223
C 1.2204 -1.7553 -0.5926
C 1.8100 -0.4018 -0.1523
O 2.7465 0.0836 -0.7653
O 1.1893 0.0899 0.8609
C 2.5825 -3.1593 -2.0732
O 2.9725 -3.8863 -1.1789
N 3.0006 -3.3655 -3.3818
C 2.6837 -2.6371 -4.5202
O 3.1287 -2.9450 -5.6127
H 0.6534 -0.5198 -2.7441
H 1.5080 -2.5314 0.1112
H 0.1311 -1.6831 -0.5874
H 3.6450 -4.1316 -3.4994
F -1.4142 4.7504 -1.4964
C -0.6923 3.6896 -1.8656
F 0.4081 3.6414 -1.1225
F -0.3304 3.8737 -3.1388
S -1.6768 2.1351 -1.6698
O -2.2542 2.2694 -0.3361
O -2.5641 2.1375 -2.7899
O -0.6419 1.0940 -1.6228

How is the electron density shared among the atoms? According to natural (NBO), the charges in e are:
1 Ti 1.604
2 O -0.659
3 C 0.773
4 O -0.763
5 C 0.113
6 C -0.335
7 C -0.260
8 C -0.191
9 C -0.056
10 N -0.554
11 C 0.716
12 O -0.701
13 O -0.798
14 H 0.213
15 H 0.184
16 H 0.209
17 F -0.312
18 C 0.191
19 C 0.048
20 N -0.395
21 C -0.360
22 C 0.790
23 O -0.665
24 O -0.761
25 C 0.794
26 O -0.645
27 N -0.625
28 C 0.594
29 O -0.625
30 H 0.267
31 H 0.258
32 H 0.261
33 H 0.418
34 F -0.320
35 C 0.698
36 F -0.297
37 F -0.324
38 S 2.344
39 O -0.932
40 O -0.930
41 O -0.968

---

2.
Density functional theory data (ωB97M-V/def2-TZVPD) for a molecular structure, C14H7FeN3O4 at a distorted geometry.

Computed properties:
2S+1	5
net charge	+2
energy	-61657.1636	eV
expectation value of S²	6.03
HOMO-LUMO gap (alpha / beta)	0.197 / 0.113	Ha
HOMO (alpha / beta)	-14.836 / -14.826	eV

Cartesian coordinates (Å):
Fe 0.0893 -0.8664 -3.7844
O 0.1197 2.8742 -5.7774
C 0.1079 1.8631 -5.2262
C 1.6460 -1.6745 -3.3449
O 2.6375 -2.1893 -3.0649
C -1.4854 -1.6462 -3.3582
O -2.4884 -2.1427 -3.0864
C 0.0887 -1.7331 -5.3744
O 0.0885 -2.2827 -6.3827
N -0.3490 2.5025 6.8047
C -0.2702 2.0866 5.7278
C -0.1729 1.5515 4.3950
C -0.4477 2.3478 3.2741
C -0.3606 1.8104 1.9780
C -0.0069 0.4632 1.7935
C 0.2744 -0.3184 2.9452
C 0.1944 0.2222 4.2242
N 0.0477 -0.1368 0.4729
C 0.1331 -1.4644 0.2838
C 0.1381 -1.7091 -1.0356
N 0.0743 -0.5550 -1.7461
C 0.0032 0.4135 -0.7881
H -0.7389 3.3815 3.4038
H -0.5896 2.4385 1.1306
H 0.5647 -1.3545 2.8867
H 0.4146 -0.4095 5.0786
H 0.1701 -2.2389 1.0340
H 0.1882 -2.7028 -1.4648
H -0.0710 1.4689 -0.9994

How is the electron density shared among the atoms? According to natural (NBO), the charges in e are:
1 Fe 1.182
2 O -0.366
3 C 0.445
4 C 0.425
5 O -0.259
6 C 0.427
7 O -0.256
8 C 0.412
9 O -0.245
10 N -0.194
11 C 0.225
12 C -0.116
13 C -0.134
14 C -0.195
15 C 0.087
16 C -0.163
17 C -0.139
18 N -0.274
19 C -0.001
20 C -0.144
21 N -0.653
22 C 0.230
23 H 0.257
24 H 0.223
25 H 0.221
26 H 0.258
27 H 0.269
28 H 0.234
29 H 0.246

---

3.
Density functional theory data (ωB97M-V/def2-TZVPD) for a molecular structure, C14H7MgN3O6Se.

Computed properties:
net charge	0
energy	-102181.7601	eV
relative energy (zero: lowest compared OMol25 entry of this formula, charge and spin)	3.6	kcal per mole
HOMO-LUMO gap	0.297	Ha
HOMO	-9.560	eV

Cartesian coordinates (Å):
Mg -0.2496 -1.1406 -0.0735
O 5.4392 -0.7214 -2.0420
C 4.1836 -0.8511 -1.5647
C 3.9325 -1.3171 -0.2689
C 2.6153 -1.4115 0.1226
N 1.6477 -1.0682 -0.7094
C 1.8558 -0.6115 -1.9350
C 3.1389 -0.4850 -2.4198
C 0.5380 -0.2591 -2.6467
O 0.5785 0.1685 -3.7807
O -0.5121 -0.4653 -1.9114
C 2.0571 -1.8494 1.4830
O 2.8192 -2.1228 2.3866
O 0.7586 -1.8571 1.5203
H 6.0779 -0.9936 -1.3744
H 4.7302 -1.5900 0.4103
H 3.3326 -0.1146 -3.4158
O -1.6755 -2.9917 -0.2603
C -2.1317 -4.0101 -0.4262
Se -0.8750 -0.0864 2.9852
N -1.3234 0.0527 1.2445
C -2.2467 0.9889 1.1231
C -2.8313 1.4085 -0.1115
C -3.7685 2.3844 -0.0663
C -4.1807 2.9952 1.1683
C -3.6436 2.6327 2.3547
C -2.6437 1.6081 2.3666
N -2.0306 1.1647 3.4447
H -2.4968 0.9595 -1.0392
H -4.2231 2.7283 -0.9861
H -4.9364 3.7685 1.1309
H -3.9363 3.0864 3.2911

How is the electron density shared among the atoms? According to natural (NBO), the charges in e are:
1 Mg 1.795
2 O -0.643
3 C 0.359
4 C -0.302
5 C 0.133
6 N -0.631
7 C 0.124
8 C -0.269
9 C 0.750
10 O -0.613
11 O -0.933
12 C 0.752
13 O -0.615
14 O -0.937
15 H 0.487
16 H 0.241
17 H 0.258
18 O -0.588
19 C 0.608
20 Se 1.075
21 N -0.875
22 C 0.230
23 C -0.260
24 C -0.158
25 C -0.204
26 C -0.191
27 C 0.062
28 N -0.592
29 H 0.257
30 H 0.224
31 H 0.224
32 H 0.234

---

4.
Density functional theory data (ωB97M-V/def2-TZVPD) for a molecular structure, C14H7NO6SW at a distorted geometry.

Computed properties:
net charge	+2
energy	-41052.1171	eV
relative energy (zero: lowest compared OMol25 entry of this formula, charge and spin)	6.6	kcal per mole
HOMO-LUMO gap	0.248	Ha
HOMO	-16.357	eV

Cartesian coordinates (Å):
W 0.0100 -0.2043 0.5414
O -3.4501 1.7412 -0.0742
C -2.3014 1.5369 -0.0401
O -1.7648 0.2158 0.1023
C -1.1648 2.4913 -0.1329
C -1.2181 3.8534 -0.3246
C -0.0053 4.5392 -0.4163
C 1.2117 3.8604 -0.3295
C 1.1670 2.4979 -0.1377
N 0.0032 1.8665 -0.0272
C 2.3091 1.5495 -0.0494
O 3.4567 1.7602 -0.0864
O 1.7805 0.2253 0.0934
H -2.1730 4.3559 -0.4078
H -0.0087 5.6108 -0.5704
H 2.1632 4.3685 -0.4166
O 0.0060 -0.8776 4.5554
C 0.0093 -1.3979 3.5371
O 0.0141 -0.3328 2.2792
C 0.0043 -2.7747 3.0402
C -0.0030 -3.6907 4.0916
C -0.0098 -5.0577 3.8472
C -0.0095 -5.5189 2.5489
C -0.0019 -4.6207 1.4797
C 0.0052 -3.2549 1.7208
S 0.0168 -2.4223 0.1191
H -0.0038 -3.3231 5.1092
H -0.0158 -5.7492 4.6784
H -0.0149 -6.5807 2.3407
H -0.0014 -4.9975 0.4656

How is the electron density shared among the atoms? According to natural (NBO), the charges in e are:
1 W 2.094
2 O -0.365
3 C 0.752
4 O -0.670
5 C 0.107
6 C -0.139
7 C -0.074
8 C -0.137
9 C 0.099
10 N -0.495
11 C 0.752
12 O -0.365
13 O -0.670
14 H 0.288
15 H 0.276
16 H 0.288
17 O -0.325
18 C 0.853
19 O -0.626
20 C -0.308
21 C -0.070
22 C -0.173
23 C -0.103
24 C -0.224
25 C -0.009
26 S 0.191
27 H 0.263
28 H 0.267
29 H 0.264
30 H 0.258

---

5.
Density functional theory data (ωB97M-V/def2-TZVPD) for a molecular structure, C14H8Cl13INO5P at a distorted geometry.

Computed properties:
net charge	0
energy	-206551.9367	eV
HOMO-LUMO gap	0.281	Ha
HOMO	-9.086	eV

Cartesian coordinates (Å):
O 3.4052 -0.4045 0.8564
N 3.5065 0.3747 0.0051
O 2.3886 0.3563 -0.9094
C 1.1686 0.1848 -0.2996
C 0.4770 -1.0020 -0.4132
I 1.4282 -2.5159 -1.5634
C -0.7451 -1.1800 0.1767
P -1.7565 -2.6985 0.0259
O -1.7141 -3.3275 -1.3099
C -1.2875 -0.1439 0.9157
C -0.6195 1.0316 1.0341
C 0.6076 1.1979 0.4242
C 1.2627 2.5590 0.5772
O 2.4488 2.7191 0.7504
C 0.2792 3.6985 0.5451
C -0.8964 3.5308 1.1194
Cl -2.1430 4.7312 1.1159
C -1.1996 2.2037 1.7874
O -1.8136 2.1032 2.8231
H -3.0990 -2.3116 0.2627
H -1.3159 -3.5413 1.0708
H -2.2624 -0.2711 1.3764
H 0.4859 4.6342 0.0361
C 1.3964 -6.6872 -0.7064
Cl 1.6337 -5.6652 -2.1263
Cl 2.8914 -6.8393 0.2201
Cl 0.0976 -6.0629 0.3119
H 1.1105 -7.6732 -1.0481
C -4.9777 5.7623 3.5753
Cl -4.7665 6.7823 2.1469
Cl -3.4597 5.5925 4.4555
Cl -6.2358 6.4180 4.6250
H -5.2901 4.7801 3.2452
C -2.0235 1.2497 -3.3863
Cl -1.7991 2.2684 -1.9605
Cl -0.6637 1.4340 -4.4946
Cl -2.2330 -0.4432 -2.9365
H -2.9210 1.5791 -3.8935
C 5.7569 -2.8240 -1.5952
Cl 7.2054 -3.0567 -2.5793
Cl 4.5299 -1.9181 -2.4822
Cl 5.1108 -4.3746 -1.0590
H 6.0321 -2.2506 -0.7192

How is the electron density shared among the atoms? According to natural (NBO), the charges in e are:
1 O -0.242
2 N 0.449
3 O -0.427
4 C 0.311
5 C -0.144
6 I 0.238
7 C -0.421
8 P 1.529
9 O -1.086
10 C -0.171
11 C -0.049
12 C -0.179
13 C 0.547
14 O -0.474
15 C -0.277
16 C -0.081
17 Cl 0.061
18 C 0.511
19 O -0.472
20 H -0.064
21 H -0.072
22 H 0.235
23 H 0.255
24 C -0.278
25 Cl 0.030
26 Cl 0.019
27 Cl 0.016
28 H 0.231
29 C -0.285
30 Cl 0.012
31 Cl 0.028
32 Cl 0.020
33 H 0.229
34 C -0.285
35 Cl -0.002
36 Cl 0.025
37 Cl 0.037
38 H 0.230
39 C -0.286
40 Cl 0.016
41 Cl 0.023
42 Cl 0.019
43 H 0.227

---

6.
Density functional theory data (ωB97M-V/def2-TZVPD) for a molecular structure, C14H9AlI2N3OS4 at a distorted geometry.

Computed properties:
net charge	+1
energy	-87317.2353	eV
relative energy (zero: lowest compared OMol25 entry of this formula, charge and spin)	0.0	kcal per mole
HOMO-LUMO gap	0.195	Ha
HOMO	-10.962	eV

Cartesian coordinates (Å):
Al 0.4491 -0.3616 0.2763
C -2.2506 4.2441 1.6234
C -2.7208 4.0687 0.3219
C -2.4075 2.8223 -0.3254
C -1.6293 1.9644 0.3435
C -1.1954 2.1314 1.6408
C -1.4322 3.3090 2.2367
N -1.2338 0.7479 -0.2699
N -1.7286 0.4240 -1.3281
C -1.2691 -0.7945 -1.8679
C -1.7254 -1.2285 -3.0837
C -1.2608 -2.4428 -3.5362
C -0.3004 -3.1317 -2.8513
C 0.2057 -2.5772 -1.6663
N -0.2338 -1.3900 -1.2392
H -2.4400 5.2020 2.1389
H -3.1808 4.9189 -0.2172
H -2.9375 2.5035 -1.1609
H -0.5989 1.3187 2.1000
H -1.0290 3.6151 3.2768
H -2.4401 -0.6243 -3.6296
H -1.5700 -2.7316 -4.5077
H 0.1362 -4.0403 -3.3030
H 1.1439 -3.0195 -1.2640
O 4.8928 -4.1378 0.8970
C 4.0297 -3.3299 0.8510
S 2.6441 -3.3325 1.8704
C 2.1219 -1.7240 1.4560
C 2.8358 -0.9855 0.5638
S 2.4244 0.5790 -0.1643
S 4.1326 -1.8632 -0.2369
S 0.5826 -1.2626 2.2573
I 5.0688 -0.1411 4.2103
I 2.9165 1.2696 4.5874

How is the electron density shared among the atoms? According to natural (NBO), the charges in e are:
1 Al 1.473
2 C -0.155
3 C -0.174
4 C -0.176
5 C 0.046
6 C -0.189
7 C -0.192
8 N -0.206
9 N -0.080
10 C 0.292
11 C -0.174
12 C -0.113
13 C -0.205
14 C 0.115
15 N -0.622
16 H 0.239
17 H 0.245
18 H 0.241
19 H 0.238
20 H 0.248
21 H 0.264
22 H 0.247
23 H 0.264
24 H 0.249
25 O -0.507
26 C 0.195
27 S 0.421
28 C -0.471
29 C -0.435
30 S -0.191
31 S 0.326
32 S -0.223
33 I 0.021
34 I -0.010